{"formula": "C9H18N2Si", "method": "ωB97M-V/def2-TZVPD", "homo_energy_ev": -7.65, "total_charge": 0, "e_lumo_ev": 0.2, "orbital_gap_ev": 7.85, "mol_weight_g_mol": 182.3, "symbols": ["C", "H", "H", "C", "H", "H", "C", "H", "C", "H", "H", "C", "Si", "H", "C", "H", "N", "H", "H", "H", "H", "H", "H", "H", "C", "C", "H", "C", "N", "H"], "xyz": [[1.399, 1.597, -1.460], [2.226, 3.122, -0.288], [0.471, 3.230, -0.346], [-2.183, 1.931, 0.055], [1.387, 2.050, 0.634], [2.250, -0.545, 3.557], [1.616, -0.888, 2.774], [-3.107, 2.517, 0.192], [1.350, 2.556, -0.292], [-1.085, -2.848, -0.438], [0.738, -2.208, -2.785], [-2.269, 0.544, -0.448], [-0.609, -0.340, -0.554], [-2.705, 0.373, -1.435], [0.514, -2.738, -1.879], [0.436, -3.891, -1.970], [0.271, -0.572, 1.038], [-1.755, 2.528, -0.749], [-1.629, -2.051, -1.916], [-2.872, -0.084, 0.094], [-0.032, -1.661, 4.085], [0.706, 1.904, -2.312], [-1.575, 1.919, 0.880], [2.310, 1.048, -1.366], [-0.741, -2.157, -1.244], [1.555, -0.414, 1.460], [1.330, -2.675, -1.191], [0.293, -1.283, 3.048], [-0.494, -1.118, 1.996], [2.208, 0.154, 0.860]], "atomic_forces_ev_per_a": [[-4.013, -0.493, 1.220], [1.546, 1.395, -0.171], [0.561, -0.383, 0.255], [-1.469, 1.556, -2.644], [-0.365, -0.517, 1.195], [1.026, -0.446, 0.118], [-0.936, 1.254, -0.972], [-0.093, -0.854, 0.534], [-1.792, 0.042, -1.234], [0.169, 0.816, -0.203], [0.369, -0.221, -0.579], [1.159, -0.767, -1.665], [2.535, 0.069, -0.319], [0.120, 0.621, -0.399], [-0.823, -1.950, 0.421], [-0.157, 1.874, -0.575], [-0.138, 0.088, -0.594], [0.723, 0.122, 0.167], [0.761, -0.474, 0.000], [-1.518, -1.568, 2.041], [0.094, 0.568, -2.110], [2.056, -0.813, 0.684], [1.348, 0.620, 2.225], [0.267, -0.622, -1.416], [-1.252, 0.809, 0.460], [-1.051, -0.335, 1.235], [0.718, 0.535, 0.422], [-0.117, -0.599, 1.541], [-0.600, -0.492, 0.836], [0.871, 0.166, -0.472]], "mulliken_charge": [-0.74, 0.40, 0.21, -1.23, 0.21, 0.32, -0.83, 0.36, -0.75, 0.38, 0.32, -0.51, 0.12, 0.41, -1.18, 0.31, 0.97, 0.22, 0.30, 0.45, 0.32, 0.32, 0.36, 0.34, -0.49, -0.34, 0.32, -0.15, -0.89, 0.46]}